C8H14I2MoN3O3S as an isolated structure. Source: the Open Molecules 2025 dataset; level of theory: wB97M-V/def2-TZVPD.

Geometry as XYZ:
```
32
Properties=species:S:1:pos:R:3:mulliken_charge:R:1
C 0.67 2.62 -0.31 -0.3275
Mo -0.47 -0.11 0.59 1.4576
H -0.86 -0.20 -4.52 0.3964
H -1.75 -1.27 -3.42 0.3399
O -0.31 -0.30 -1.31 -0.4321
I -2.88 1.41 0.88 0.4543
C -0.06 -0.44 -2.56 0.6068
N 0.77 1.62 0.56 0.1021
C 0.33 -1.28 3.19 0.4330
I -2.70 -2.06 0.79 0.3678
H 0.05 2.58 -1.19 0.4182
C 1.63 1.96 1.60 -0.6019
H -4.82 -0.43 0.92 0.4689
N 1.20 -1.95 2.37 -0.1145
S 1.60 3.96 0.06 0.0303
H 1.57 -0.02 -3.80 0.3948
H 2.03 -1.59 0.61 0.3144
H 1.28 -1.70 -3.51 0.3695
H -3.94 -0.42 2.50 0.4595
H 2.85 3.69 2.15 0.4516
O 0.14 -1.38 4.34 -0.3474
H -1.88 0.47 -3.18 0.3852
N 1.09 -1.78 0.98 -0.5045
H 1.83 1.27 2.40 0.4028
O -0.30 -0.27 2.38 -0.4047
H 0.77 -2.65 0.55 0.3503
C -3.86 -0.40 1.42 -0.7640
C 1.30 -0.73 -3.00 -1.0440
C 2.16 3.20 1.48 -0.2425
C -1.19 -0.33 -3.49 -1.0132
H 2.03 -0.72 -2.20 0.3467
H 1.73 -2.73 2.74 0.2460
```

The relative energy (zero: lowest compared OMol25 entry of this formula, charge and spin) is 280.1 kJ/mol. The value obtained for the HOMO energy (spin up / spin down) is -19.43 / -19.44 eV. As for the charge: +3. Its LUMO energy (spin up / spin down) is -12.44 / -12.38 eV. Its largest force on an atom is 0.0454 hartree/bohr. Its HOMO-LUMO gap (spin up / spin down) is 0.2569 / 0.2595 hartree. As for the calculated total energy: -47999.09421 eV.